The following is a DFT calculation (wB97M-V/def2-TZVPD) of C4H7ClS as an isolated structure at a distorted geometry.

Last column: Löwdin charge in e.
CARTESIAN COORDINATES (ANGSTROEM)
Cl  2.40032  -1.21635  -0.62118  0.51
S  -1.38396  -2.03779  -0.17403  0.73
C  0.16221  -0.42811  0.76855  -0.45
C  -1.01153  -0.45439  -0.12499  -0.84
C  1.61870  0.09187  0.34281  -0.59
C  -1.46401  0.85870  -0.81399  -0.10
H  -2.12538  0.40151  -1.83021  0.16
H  -0.24411  -0.00198  1.73398  0.12
H  1.47464  0.97611  -0.37902  0.05
H  2.31360  0.45724  1.34171  0.15
H  -0.33973  1.21253  -1.15077  0.10
H  0.28195  -1.61827  1.04004  0.06
H  -1.68269  1.75892  -0.13289  0.10

Calculated values
- energy above the lowest of the compared OMol25 structures with the same formula, charge and spin (kJ/mol) = 301.1
- orbital gap (Eh) = 0.2927
- total energy (Eh) = -1014.85420
- largest force on an atom (eV/Å) = 4.424